No. 1
11
Properties=species:S:1:pos:R:3 method="wB97M-V/def2-TZVPD" orbital_gap_ev=9.530 smiles="C1=COC=NN=C1" homo_ev=-9.4 de_lowest_kcal_mol=124.3 total_charge=0
C 0.82452 0.71964 0.54615
C 1.23439 -0.51775 -0.03047
O 0.23749 -1.48425 -0.31795
C -1.23216 -1.26310 0.07712
N -1.82379 -0.25319 0.38389
N -1.47481 0.88493 -0.36419
C -0.32928 1.27835 -0.09340
H 1.70891 1.53086 0.27715
H 2.35630 -0.91810 -0.13665
H -1.51853 -2.25142 0.39925
H 0.01697 2.27402 -0.74089



No. 2
8
Properties=species:S:1:pos:R:3 method="wB97M-V/def2-TZVPD" orbital_gap_ev="8.420 / 8.419" smiles="O=NN=O.C=O" homo_ev="-10.2 / -10.2" de_lowest_kcal_mol=162.7 total_charge=0
O 3.03315 -2.10592 0.18026
N 2.35703 -0.84162 0.02548
N 3.23528 -0.03718 0.07346
O 3.99304 0.60326 -0.57812
C 0.38540 0.81506 0.28210
O 1.54681 1.35171 0.29367
H -0.23383 0.64947 -0.76890
H 0.15579 0.35770 1.25625



No. 3
78
Properties=species:S:1:pos:R:3 method="wB97M-V/def2-TZVPD" orbital_gap_ev=7.845 homo_ev=-11.1 total_charge=+1
C 4.80172 -2.84451 1.82554
C 4.39315 -2.46717 0.59814
C 3.22802 -1.58715 0.46466
N 3.29305 -0.26626 0.37166
B 4.59419 0.55505 0.39913
C 4.83820 1.46051 1.64335
O 5.44065 0.46739 -0.66421
C 2.01364 0.28756 0.29631
C 1.70065 1.73480 0.21437
C 2.32707 2.43649 -1.01721
O 3.50191 3.13945 -0.65555
C 3.37960 4.55520 -0.75522
C 2.36352 5.14267 0.22458
C 1.14126 -0.76388 0.35491
C -0.35021 -0.80971 0.36139
C -1.02060 -0.17810 -0.86515
C -2.54211 -0.11884 -0.60184
C -3.03179 1.29310 -0.26723
N 1.91070 -1.91935 0.45758
S 1.39230 -3.53639 0.56879
H 4.11654 -3.20982 2.58397
H 5.84940 -2.82360 2.10205
H 4.95362 -2.81036 -0.26535
H 4.01569 1.38256 2.35630
H 4.91137 2.50739 1.36317
H 5.73813 1.11824 2.15846
H 6.06145 -0.26240 -0.54023
H 2.14362 2.21451 1.08912
H 0.63517 1.92956 0.25610
H 1.59997 3.10348 -1.47498
H 2.65153 1.67931 -1.73343
H 4.35204 4.97519 -0.51120
H 3.13613 4.82488 -1.78437
H 2.55128 6.20270 0.36332
H 2.37650 4.60765 1.17060
H 1.36122 5.03886 -0.19513
H -0.70570 -1.83345 0.43905
H -0.70747 -0.30454 1.26288
H -0.62155 0.80251 -1.11247
H -0.89664 -0.83144 -1.72892
H -3.10598 -0.56598 -1.41585
H -2.74481 -0.72211 0.28549
H -3.19403 1.89150 -1.16073
H -3.96086 1.21935 0.29428
H -2.32004 1.79655 0.38894
H 1.24483 -3.95517 -0.70491
C -1.16718 -0.05371 -4.51517
O -2.49527 -0.35507 -4.13250
C -3.39472 0.72972 -4.32855
C -4.21626 0.56090 -5.58657
O -3.40952 0.63394 -6.74944
C -3.11668 -0.63340 -7.31294
H -0.60909 -0.98917 -4.54904
H -1.11729 0.41707 -5.49900
H -0.70299 0.60826 -3.77347
H -2.85246 1.68007 -4.35157
H -4.07021 0.74626 -3.46674
H -4.94079 1.37885 -5.64274
H -4.77258 -0.38064 -5.55786
H -3.99733 -1.03821 -7.82142
H -2.77684 -1.34444 -6.55595
H -2.32409 -0.49338 -8.04577
C -0.70646 -2.36053 3.94216
O -1.97677 -1.77996 3.72494
C -3.05178 -2.68554 3.95511
C -3.69716 -2.46092 5.30348
O -2.81134 -2.77716 6.36452
C -2.22071 -1.63720 6.96426
H 0.02681 -1.55292 3.97050
H -0.66047 -2.90699 4.88636
H -0.45766 -3.03629 3.11520
H -2.70914 -3.72030 3.86339
H -3.79574 -2.50546 3.17333
H -4.56038 -3.12697 5.39218
H -4.05581 -1.43109 5.39108
H -2.95010 -1.11273 7.58944
H -1.82211 -0.94673 6.21659
H -1.40414 -1.98245 7.59602



No. 4
18
Properties=species:S:1:pos:R:3 method="wB97M-V/def2-TZVPD" orbital_gap_ev=10.208 homo_ev=-14.0 de_lowest_kcal_mol=62.9 total_charge=+1
O 1.37231 2.15832 0.40499
C 0.37102 1.47341 0.52298
C 0.29403 0.22206 -0.28789
C 0.83269 -1.04533 0.45954
C -0.07306 -1.74568 1.49475
O -1.10919 -1.22264 1.83512
N 1.14628 0.56685 -1.53789
H -0.41914 1.72790 1.29724
H -0.87293 -0.05311 -0.60633
H 1.33197 -1.93500 -0.20989
H 1.59424 -0.80835 1.18823
H 0.43596 -2.58048 2.08681
H 0.83502 1.40899 -2.11274
H 2.12004 0.90197 -1.18721
H 1.21102 -0.34823 -2.21306
H -3.31452 0.35867 -1.10032
H -3.15069 0.32487 0.37030
O -2.60505 0.59577 -0.40462



No. 5
26
Properties=species:S:1:pos:R:3 method="wB97M-V/def2-TZVPD" orbital_gap_ev=9.925 smiles="N[C@]1(/C=N/O)CCCCN1C(=O)O" homo_ev=-9.4 de_lowest_kcal_mol=82.3 total_charge=0
N 0.93649 -0.68006 -1.73173
C 0.28459 -0.35968 -0.45639
C 0.44811 -1.56770 0.48053
N -0.22495 -2.58492 0.26592
O 0.01277 -3.66978 1.10782
C -1.21719 -0.14266 -0.72620
C -2.02770 0.45365 0.36679
C -1.41782 1.82231 0.47639
C 0.09014 1.72780 1.05142
N 0.87676 0.78822 0.16664
C 2.15934 1.14150 -0.01893
O 2.67722 2.05219 0.58020
O 3.05964 0.32138 -0.68376
H 1.04999 0.10862 -2.33257
H 0.82843 -1.58724 -2.22810
H 1.16696 -1.39069 1.30942
H -0.78206 -4.33899 0.97906
H -1.50555 -1.18986 -0.90670
H -1.39175 0.32084 -1.58708
H -1.92765 -0.14810 1.23524
H -3.05895 0.46017 -0.05247
H -1.29740 2.26284 -0.50088
H -1.94868 2.53907 1.13497
H 0.48101 2.71736 0.94269
H 0.14729 1.45725 2.12508
H 2.58093 -0.51353 -0.99735



No. 6
119
Properties=species:S:1:pos:R:3 method="wB97M-V/def2-TZVPD" orbital_gap_ev="7.724 / 7.896" spin_multiplicity=3 s2=2.011 homo_ev="-7.6 / -7.6" de_lowest_kcal_mol=0.0 total_charge=0
V 0.98432 1.56859 -0.47187
C -1.27941 0.51889 2.21497
C 0.10194 0.98403 2.53865
C 0.73400 0.96210 3.78740
C 2.00062 1.48013 3.58120
C 3.11441 1.67823 4.55436
N 2.09942 1.79417 2.28066
N 0.94329 1.48949 1.63467
B 3.21996 2.52586 1.52031
N 2.60859 3.73642 0.77083
N 1.85885 3.51787 -0.34521
C 1.70980 4.68577 -0.96626
C 1.07278 4.82989 -2.30881
C 2.33650 5.68674 -0.21193
C 2.90361 5.04300 0.87251
C 3.72345 5.60394 1.98519
N 3.80846 1.59943 0.44699
N 3.00441 1.10999 -0.53857
C 3.77429 0.43009 -1.39104
C 3.25104 -0.28311 -2.58862
C 5.09919 0.49389 -0.94790
C 5.08000 1.23695 0.21541
C 6.20659 1.60894 1.11981
H -1.91970 0.62591 3.09057
H -1.70107 1.09291 1.39299
H -1.29158 -0.53803 1.93207
H 0.31740 0.61765 4.72058
H 2.80715 1.32677 5.53783
H 4.00034 1.11783 4.25148
H 3.39486 2.72972 4.63446
H 4.06856 2.88759 2.28009
H 0.35000 4.04870 -2.51611
H 0.58673 5.80167 -2.39939
H 1.83807 4.76682 -3.08457
H 2.39658 6.73749 -0.44810
H 3.77443 6.68680 1.89253
H 3.29144 5.36047 2.95683
H 4.73991 5.20783 1.96589
H 2.32536 -0.80680 -2.35834
H 3.04731 0.40903 -3.40520
H 3.98603 -1.01270 -2.92468
H 5.95437 0.02453 -1.40496
H 7.13450 1.19329 0.73333
H 6.31872 2.69162 1.19290
H 6.04879 1.22006 2.12693
Se -2.07621 -5.07505 -0.86442
P -2.47865 -3.02227 -0.77744
C -3.37895 -2.50665 0.71692
C -3.11215 -3.18510 1.90239
C -3.65618 -2.73123 3.09566
C -4.47429 -1.60955 3.10486
C -4.74705 -0.93742 1.92009
C -4.19405 -1.37859 0.72652
C -3.47417 -2.43665 -2.17680
C -4.77508 -2.93575 -2.25337
C -5.60628 -2.55651 -3.29409
C -5.13809 -1.68884 -4.27403
C -3.83807 -1.21132 -4.21380
C -3.00085 -1.58043 -3.16719
C -1.09719 -1.85441 -0.67829
C 0.28232 -1.86611 -0.38891
N 0.65399 -0.57716 -0.40349
N -0.40064 0.13472 -0.67123
N -1.47847 -0.57087 -0.83292
P 1.46936 -3.09347 0.23050
Se 3.31322 -2.25295 0.77581
C 0.60293 -3.76752 1.67762
C 0.40934 -2.88023 2.73763
C -0.21842 -3.30661 3.89546
C -0.63983 -4.62707 4.00848
C -0.43738 -5.51260 2.96070
C 0.17913 -5.08482 1.79054
C 1.60578 -4.35147 -1.05202
C 2.32573 -5.51018 -0.76495
C 2.49682 -6.47625 -1.74185
C 1.97668 -6.27546 -3.01522
C 1.28847 -5.10914 -3.31050
C 1.09659 -4.14783 -2.32886
H -2.48057 -4.06793 1.88447
H -3.44023 -3.25783 4.01770
H -4.90425 -1.26028 4.03597
H -5.39293 -0.06802 1.92493
H -4.39056 -0.84533 -0.19566
H -5.13035 -3.62847 -1.49878
H -6.61682 -2.94246 -3.34467
H -5.78743 -1.39331 -5.08922
H -3.46069 -0.54463 -4.97972
H -1.99427 -1.19224 -3.14300
H 0.77848 -1.86269 2.66248
H -0.36933 -2.61147 4.71289
H -1.12224 -4.96633 4.91724
H -0.76718 -6.54029 3.04575
H 0.31222 -5.77219 0.96675
H 2.76243 -5.64368 0.21781
H 3.04779 -7.37979 -1.51485
H 2.11644 -7.02923 -3.78021
H 0.88861 -4.94625 -4.30300
H 0.55514 -3.24087 -2.56758
F 0.32330 -0.25985 -3.47629
B 0.16399 1.11679 -3.60355
F -1.15933 1.49939 -3.34627
F 0.64096 1.60687 -4.79032
F 0.99257 1.75558 -2.52091
C -1.55996 5.62662 0.33039
C -2.59310 4.55347 0.02298
S -1.89525 3.35507 -1.13013
O -0.79430 2.73102 -0.29100
C -3.24632 2.16400 -1.15728
C -4.32237 2.58132 -2.14934
H -1.97963 6.36372 1.01447
H -1.24682 6.14507 -0.57752
H -0.67634 5.18446 0.79134
H -3.48459 4.96472 -0.45693
H -2.88802 4.00293 0.91874
H -3.61551 2.04591 -0.13541
H -2.76894 1.23248 -1.45633
H -4.78314 3.53712 -1.88980
H -5.11026 1.82725 -2.16582
H -3.90394 2.65369 -3.15406



No. 7
56
Properties=species:S:1:pos:R:3 method="wB97M-V/def2-TZVPD" orbital_gap_ev=10.257 smiles=BrCCBr.BrCCBr.BrCCBr.BrCCBr.BrCCBr.BrCCBr.BrCCBr homo_ev=-10.0 de_lowest_kcal_mol=13.9 total_charge=0
Br 3.49966 11.98641 7.17709
C 1.74998 12.31865 8.06031
C 0.75840 12.50784 6.91839
Br -1.01746 12.45155 7.72814
H 1.83735 13.21621 8.65846
H 1.49754 11.43665 8.63527
H 0.82463 11.75044 6.14800
H 0.88038 13.48952 6.47003
Br -0.08644 19.78490 7.12004
C -1.36235 19.06045 5.81132
C -2.00383 20.23972 5.10660
Br -3.02275 19.68692 3.50771
H -2.07916 18.42561 6.31844
H -0.82065 18.48676 5.06217
H -1.26101 20.96795 4.79749
H -2.70472 20.75198 5.76272
Br 2.29514 18.06570 13.65996
C 3.16677 19.48618 14.67829
C 4.66991 19.27449 14.71735
Br 5.40949 19.24932 12.92319
H 2.68894 19.48288 15.65395
H 2.94000 20.43876 14.20317
H 4.91177 18.35915 15.25663
H 5.16341 20.05662 15.29351
Br 5.18256 18.99981 7.41394
C 5.81578 20.58932 8.42016
C 4.68364 21.13547 9.23158
Br 5.35911 22.74241 10.16818
H 6.14646 21.30043 7.66945
H 6.67360 20.29581 9.01576
H 4.28880 20.46127 9.98596
H 3.83176 21.45842 8.63959
Br 1.04363 15.73897 9.42321
C 1.83192 17.40673 10.13783
C 0.69548 18.39059 10.34872
Br 1.41570 20.21587 10.66439
H 2.54407 17.76819 9.40392
H 2.26752 17.08557 11.07060
H 0.14371 18.07847 11.23124
H 0.04162 18.50691 9.49836
Br -1.83674 18.27083 13.44067
C -3.05404 19.22948 14.68137
C -4.22081 18.31414 14.96256
Br -5.67457 19.47513 15.63076
H -3.39640 20.08760 14.11519
H -2.51474 19.55236 15.56461
H -4.06758 17.52040 15.68256
H -4.63233 17.92260 14.03944
Br -3.31235 21.83399 11.64909
C -1.60515 22.05025 10.66811
C -1.65393 23.37668 9.92864
Br 0.19763 23.66890 9.34436
H -1.49329 21.17209 10.04533
H -0.86696 22.02343 11.45990
H -2.03271 24.19772 10.51925
H -2.26432 23.18389 9.04872



No. 8
25
Properties=species:S:1:pos:R:3 method="wB97M-V/def2-TZVPD" orbital_gap_ev="8.038 / 9.181" spin_multiplicity=4 s2=4.014 homo_ev="-9.1 / -9.3" de_lowest_kcal_mol=0.0 total_charge=0
Ga 0.24767 -1.17320 -2.10816
Cl 0.34713 1.48351 -1.51369
C -1.10145 -0.25058 -3.13938
C 1.92326 -1.21493 -3.26865
H -1.19588 -0.57455 -4.15743
H -2.07885 -0.24291 -2.68233
H -0.83370 0.80403 -3.14305
H 1.72681 -1.70328 -4.24493
H 2.78367 -1.66712 -2.77078
H 2.17531 -0.16065 -3.44679
Mn -0.06994 0.36854 0.34180
C -1.77248 0.95376 0.85350
C -0.34109 -1.45399 0.01497
H -2.43430 0.56597 0.06373
H -1.89535 0.51818 1.87718
H -1.68076 2.05343 0.83986
H 0.12339 -1.94698 0.94704
H -1.37800 -1.82465 -0.16928
C 0.81428 0.56047 4.37124
O 0.19862 0.12846 3.13295
C 0.49825 0.93688 2.09663
O 1.14789 1.96757 2.12160
H 0.55562 1.60925 4.54732
H 1.87440 0.31884 4.31022
H 0.36551 -0.05604 5.12643



No. 9
14
Properties=species:S:1:pos:R:3 method="wB97M-V/def2-TZVPD" orbital_gap_ev=6.748 homo_ev=-10.2 de_lowest_kcal_mol=140.7 total_charge=0
O 0.20818 -1.20399 0.90579
C 0.76715 -0.30817 0.18754
N 0.30063 0.06862 -1.21785
C 0.11753 1.06157 -0.11125
O -1.07672 1.36946 0.30926
C 2.30344 -0.26428 0.23085
H -0.59156 -0.26818 -1.47549
H 0.77142 1.95552 -0.21671
H 2.66811 -0.51692 -0.82008
H 2.69750 -1.05693 0.81362
H 2.73007 0.69961 0.59699
H -1.91217 -1.21906 0.29898
H -1.87451 0.32163 -0.03659
O -2.34671 -0.58182 -0.27487



No. 10
18
Properties=species:S:1:pos:R:3 method="wB97M-V/def2-TZVPD" orbital_gap_ev="6.925 / 5.925" spin_multiplicity=2 s2=0.757 homo_ev="-2.8 / -2.7" de_lowest_kcal_mol=105.7 total_charge=-1
N 1.17073 -0.55147 -0.33622
C 0.56242 0.65105 -0.03135
C -0.77414 0.83655 -0.91460
C -0.47449 -2.35773 0.79433
C -0.27128 -2.96344 1.96420
C 0.18898 1.95579 -0.81128
N -0.13279 2.97306 0.08762
O 1.00079 2.29661 -1.91912
H 1.65956 -0.51264 -1.23217
H 0.33403 -1.59774 0.14779
H 0.38795 0.90512 1.01520
H -0.71481 0.20504 -1.79427
H -1.71413 0.69186 -0.39235
H -1.53253 -2.19102 0.53025
H 0.72128 -3.07035 2.40717
H -0.97080 -3.72348 2.30467
H -0.94303 3.43840 -0.32280
H 1.50226 3.01441 -1.49707



No. 11
17
Properties=species:S:1:pos:R:3 method="wB97M-V/def2-TZVPD" orbital_gap_ev=8.124 smiles="C=C(C)/C=C/CO" homo_ev=-8.4 de_lowest_kcal_mol=74.4 total_charge=0
C 1.39487 0.66112 1.53991
C 1.10620 -0.25918 0.57440
C 2.05290 -1.51079 0.58165
C -0.18666 -0.47264 -0.10959
C -1.22417 0.44501 -0.21924
C -2.20206 0.43627 -1.29949
O -2.13756 1.70990 -2.21432
H 2.44165 0.90691 1.84794
H 0.65874 1.19617 2.14414
H 2.20349 -1.74580 -0.45330
H 1.75971 -2.35321 1.11598
H 2.94593 -1.05529 0.98707
H -0.27978 -1.52284 -0.42548
H -1.48894 1.05273 0.65023
H -3.23115 0.50566 -1.13167
H -1.97877 -0.42147 -1.95582
H -1.83440 2.42746 -1.63241



In eV Å⁻¹, the strongest force on any atom values for the records above are, in order, 6.1, 6.9, 1.7, 3.8, 5.2, 0.7, 1.7, 2.0, 9.0, 3.2, 4.6.